one:
C5H5ClFN | ωB97M-V/def2-TZVPD

```
13
Properties=species:S:1:pos:R:3
C 1.282 -0.832 0.091
C -0.150 -1.067 0.423
C -1.202 -0.084 0.004
C -1.136 1.191 -0.315
C 0.038 1.964 -0.477
H 1.847 -1.721 0.421
H -0.196 -1.027 1.507
H -0.444 -2.041 0.208
H -2.243 -0.465 0.020
H -2.109 1.704 -0.519
N 0.919 2.715 -0.536
F 1.796 0.206 0.772
Cl 1.598 -0.543 -1.599
```

For the orbital gap, the calculation gives 10.80 eV. Its spin multiplicity is 1.

two:
C5H5ClFN | ωB97M-V/def2-TZVPD

```
13
Properties=species:S:1:pos:R:3
C 0.481 -1.271 -1.767
C 1.133 -1.565 -0.682
C 0.771 -0.031 1.088
C -0.724 0.559 0.929
C -1.037 1.279 -0.360
N 1.474 -0.782 0.479
F -0.210 2.272 -0.729
Cl -2.597 1.153 -1.051
H -0.138 -0.420 -2.167
H 1.678 -2.590 -0.684
H 1.190 0.493 1.906
H -1.439 -0.245 1.120
H -0.581 1.147 1.917
```

For the orbital gap (spin up / spin down), the calculation gives 9.09 / 7.68 eV. Its spin multiplicity is 1.

Bottom line: one, by a margin of 0.1898 hartree.

one:
CHCl2NO | ωB97M-V/def2-TZVPD

```
6
Properties=species:S:1:pos:R:3
C -1.692 -0.055 -0.178
N -0.398 -0.611 -0.070
O -0.935 -0.384 -1.325
Cl -1.862 1.715 -0.052
Cl -3.077 -1.038 0.257
H 0.174 0.275 0.027
```

For the orbital gap, the calculation gives 11.15 eV. Its spin multiplicity is 1.

two:
CHCl2NO | ωB97M-V/def2-TZVPD

```
6
Properties=species:S:1:pos:R:3
C 0.384 0.788 1.179
N 0.122 0.057 2.060
O -0.515 -0.768 2.633
Cl 1.436 1.892 0.545
Cl -1.331 0.985 -0.632
H -2.492 0.954 -0.295
```

For the orbital gap (spin up / spin down), the calculation gives 9.55 / 9.55 eV. Its spin multiplicity is 1.

Bottom line: one, by a margin of 0.0407 hartree.

one:
C2H5FS2 | ωB97M-V/def2-TZVPD

```
10
Properties=species:S:1:pos:R:3
C -1.387 2.221 0.287
C -1.690 1.719 -0.893
F -1.938 0.453 -1.265
S 2.572 0.926 -0.546
S 2.288 -0.550 0.732
H 1.189 -1.199 0.122
H -1.101 3.368 0.286
H -1.229 1.569 1.189
H -1.923 2.255 -1.874
H 1.705 1.849 -0.108
```

For the orbital gap, the calculation gives 10.04 eV. Its spin multiplicity is 1.

two:
C2H5FS2 | ωB97M-V/def2-TZVPD

```
10
Properties=species:S:1:pos:R:3
C 0.733 -0.224 0.461
C -0.859 -0.352 0.410
F -1.275 -1.575 0.070
S -0.865 0.685 -2.449
S -1.701 0.950 -0.606
H 1.004 0.818 0.372
H 1.044 -0.710 1.386
H 1.136 -0.787 -0.405
H -1.128 -0.131 1.480
H -1.456 -0.507 -2.576
```

For the orbital gap, the calculation gives 9.65 eV. Its spin multiplicity is 1.

Bottom line: two, by a margin of 0.0503 hartree.

one:
C4H8N2O2S | ωB97M-V/def2-TZVPD

```
17
Properties=species:S:1:pos:R:3
C 0.774 -0.775 -0.695
C 1.297 0.725 -0.775
C 1.115 1.192 0.761
C 0.863 -0.130 1.480
N 0.928 -1.134 0.782
N -2.900 -1.119 -0.454
O -1.692 0.688 0.723
O -0.487 -0.705 -0.858
S -1.445 -0.731 0.440
H 1.325 -1.438 -1.196
H 2.276 0.598 -1.137
H 0.696 1.366 -1.421
H 1.968 1.875 0.890
H 0.213 1.860 0.823
H 0.820 -0.157 2.603
H -2.761 -1.872 -1.032
H -2.993 -0.244 -0.934
```

For the orbital gap, the calculation gives 10.14 eV. Its spin multiplicity is 1.

two:
C4H8N2O2S | ωB97M-V/def2-TZVPD

```
17
Properties=species:S:1:pos:R:3
C 1.296 1.247 0.036
C 0.057 -0.780 0.925
C -0.911 1.735 1.007
C -0.891 -1.878 -1.571
N 0.154 0.834 0.583
N 2.086 0.182 -0.199
O 3.191 -0.105 -0.678
O 1.322 -1.108 0.406
S -1.393 -1.630 0.072
H 1.424 2.313 -0.188
H -0.139 -0.886 1.942
H -0.765 2.271 1.953
H -1.228 2.660 0.422
H -1.745 1.059 1.104
H -1.378 -2.807 -1.918
H 0.156 -2.040 -1.632
H -1.237 -1.066 -2.263
```

For the orbital gap, the calculation gives 8.07 eV. Its spin multiplicity is 1.

Bottom line: one, by a margin of 0.0841 hartree.

one:
C10H11NO | ωB97M-V/def2-TZVPD

```
23
Properties=species:S:1:pos:R:3
C -1.218 -0.420 -2.418
C -0.115 -0.452 -1.352
C 0.987 -1.230 -1.773
C 2.066 -1.522 -0.963
C 2.027 -1.024 0.296
C 0.986 -0.164 0.706
C 1.045 0.603 2.039
C -1.434 1.115 1.873
C -1.315 0.931 0.362
C -0.113 0.085 -0.113
H -0.716 -0.914 -3.375
H -1.607 0.592 -2.614
H -2.136 -1.112 -2.136
H 1.214 -1.414 -2.991
H 2.992 -1.997 -1.428
H 2.793 -1.262 1.078
H 0.078 1.528 3.466
H -2.041 1.986 2.121
H -1.891 0.235 2.216
H -2.213 0.442 -0.011
H -1.362 1.974 -0.125
N -0.105 1.253 2.445
O 2.079 0.769 2.696
```

For the orbital gap, the calculation gives 9.85 eV. Its spin multiplicity is 1.

two:
C10H11NO | ωB97M-V/def2-TZVPD

```
23
Properties=species:S:1:pos:R:3
C -1.804 1.242 -0.042
C -0.562 -1.313 -2.230
C 0.485 -1.566 -3.023
C 0.216 -0.115 0.472
C 0.348 0.105 1.810
C -0.615 0.159 -1.940
C 0.559 0.601 -2.799
C -0.747 0.433 -0.388
C 1.401 -0.598 2.601
C -0.512 1.075 2.550
N -2.751 1.876 0.164
O 1.171 -0.441 -3.357
H -1.244 -2.026 -1.815
H 0.862 -2.485 -3.430
H 0.918 -0.797 0.004
H -1.532 0.613 -2.351
H 1.013 1.567 -2.869
H 0.946 -1.147 3.427
H 1.968 -1.295 1.989
H 2.095 0.125 3.034
H -0.168 1.190 3.575
H -0.492 2.046 2.054
H -1.554 0.751 2.563
```

For the orbital gap (spin up / spin down), the calculation gives 8.29 / 6.07 eV. Its spin multiplicity is 1.

Bottom line: one, by a margin of 0.1334 hartree.

one:
C10H10N2O2S | ωB97M-V/def2-TZVPD

```
25
Properties=species:S:1:pos:R:3
C 1.682 -2.577 1.851
C -0.018 2.956 0.472
C -1.261 2.358 0.485
C 1.131 2.180 0.612
C -1.435 0.907 0.685
C 1.000 0.794 0.764
C -0.286 0.187 0.738
C 2.121 -0.338 0.907
C 1.361 -1.609 0.785
C -1.567 -2.422 -1.210
N 2.014 -3.304 2.681
N -0.143 -1.236 0.776
O -2.467 -1.723 1.102
O -0.786 -3.562 1.058
S -1.296 -2.292 0.597
H 0.257 3.955 0.394
H -2.171 2.955 0.461
H 2.168 2.674 0.501
H -2.524 0.543 0.856
H 2.818 -0.334 0.109
H 2.757 -0.198 1.828
H 1.552 -2.188 -0.112
H -2.254 -3.278 -1.519
H -2.099 -1.447 -1.494
H -0.570 -2.680 -1.541
```

For the orbital gap, the calculation gives 9.65 eV. Its spin multiplicity is 1.

two:
C10H10N2O2S | ωB97M-V/def2-TZVPD

```
25
Properties=species:S:1:pos:R:3
C 0.919 0.797 1.030
C 1.561 1.780 -1.056
C 2.245 0.473 1.208
C 2.849 1.284 -0.800
C 0.565 1.628 -0.078
C -0.601 2.250 0.115
C -0.175 -1.404 -0.544
C -2.340 -0.752 0.382
C -2.750 0.153 -0.685
C 1.022 -2.199 -0.172
N 3.175 0.651 0.272
N -1.060 -1.268 0.398
O -3.205 -1.019 1.211
O -4.092 0.344 -0.900
S -2.137 1.966 0.268
H 0.185 0.550 1.815
H 1.463 2.334 -1.957
H 2.494 -0.216 2.074
H 3.511 1.204 -1.655
H -2.188 0.426 -1.623
H 1.855 -1.745 -0.567
H 0.879 -3.070 -0.669
H 1.155 -2.402 0.846
H -0.835 -1.710 1.239
H -4.494 -0.055 -0.154
```

For the orbital gap, the calculation gives 7.06 eV. Its spin multiplicity is 1.

Bottom line: one, by a margin of 0.1482 hartree.

one:
C8H9FN3S | ωB97M-V/def2-TZVPD

```
22
Properties=species:S:1:pos:R:3
C -4.115 -0.883 0.215
C -2.886 -1.108 0.879
C -4.167 0.247 -0.502
C -2.018 -0.043 0.626
C 1.508 -1.286 0.490
C 1.434 1.148 0.259
C 2.163 0.035 0.894
C -0.639 -0.062 1.077
N 0.310 -1.505 0.379
N 0.126 1.082 0.472
N 2.003 2.122 -0.478
F -0.484 -0.191 2.399
S -2.709 1.162 -0.423
H -4.973 -1.509 0.478
H -2.616 -2.040 1.471
H -5.079 0.775 -0.710
H 2.140 -2.084 0.201
H 2.192 0.111 2.024
H 3.176 0.244 0.637
H -0.530 1.669 -0.044
H 2.890 1.972 -0.724
H 1.630 3.036 -0.874
```

For the orbital gap, the calculation gives 8.73 eV. Its spin multiplicity is 1. As for the net charge: +1.

two:
C8H9FN3S | ωB97M-V/def2-TZVPD

```
22
Properties=species:S:1:pos:R:3
C -3.937 0.780 -0.467
C -2.670 1.247 -0.196
C -4.163 -0.516 -0.173
C -1.898 0.284 0.361
C 1.465 1.619 0.098
C 1.677 -0.822 0.270
C 2.385 0.509 0.540
C -0.454 0.379 0.700
N 0.207 1.571 0.123
N 0.318 -0.819 0.369
N 2.358 -1.901 -0.080
F -0.367 0.452 2.090
S -2.744 -1.288 0.507
H -4.634 1.573 -0.621
H -2.415 2.235 -0.595
H -5.031 -1.083 -0.518
H 1.979 2.312 -0.539
H 3.290 0.656 0.066
H 2.382 0.728 1.566
H -0.346 -1.565 0.533
H 3.295 -2.124 -0.389
H 1.727 -2.667 0.030
```

For the orbital gap, the calculation gives 8.42 eV. Its spin multiplicity is 1. As for the net charge: +1.

Bottom line: two, by a margin of 0.0244 hartree.

one:
C2H3F2NO | ωB97M-V/def2-TZVPD

```
9
Properties=species:S:1:pos:R:3
C -1.585 1.093 0.263
C 0.438 0.873 -0.063
N 0.536 -0.097 -0.998
O -2.395 0.223 0.340
F 0.840 2.194 -0.402
F 1.027 0.707 1.099
H -1.715 2.157 0.328
H 0.750 0.360 -1.875
H 1.303 -0.769 -0.710
```

For the orbital gap, the calculation gives 9.57 eV. Its spin multiplicity is 1.

two:
C2H3F2NO | ωB97M-V/def2-TZVPD

```
9
Properties=species:S:1:pos:R:3
C -1.128 -0.955 -0.114
C -0.800 0.333 0.573
N 1.706 1.113 0.187
O -1.713 0.402 -0.360
F 2.104 0.267 1.225
F 1.647 0.308 -0.906
H -0.586 -1.327 -1.010
H -1.983 -1.679 0.133
H 0.754 1.538 0.272
```

For the orbital gap, the calculation gives 9.94 eV. Its spin multiplicity is 1.

Bottom line: one, by a margin of 0.2203 hartree.

one:
C5H11N2S | ωB97M-V/def2-TZVPD

```
19
Properties=species:S:1:pos:R:3
C 2.040 0.773 -0.374
C -1.322 -1.189 -0.738
C -1.276 0.585 0.446
C 1.971 0.387 1.060
C -0.103 -0.321 -0.316
N 0.811 0.445 -1.060
N -2.203 -0.560 0.321
S 0.764 -1.008 1.130
H 2.369 1.811 -0.715
H 2.867 0.087 -0.923
H -1.822 -1.121 -1.717
H -1.237 -2.280 -0.691
H -1.041 0.920 1.459
H -1.785 1.444 -0.129
H 2.802 0.164 1.527
H 1.574 1.201 1.651
H 0.970 0.083 -2.013
H -3.103 -0.368 -0.081
H -2.275 -1.055 1.163
```

For the orbital gap, the calculation gives 9.35 eV. Its spin multiplicity is 1. As for the net charge: +1.

two:
C5H11N2S | ωB97M-V/def2-TZVPD

```
19
Properties=species:S:1:pos:R:3
S -2.005 0.515 0.535
C -2.133 -0.235 2.166
C -1.798 2.226 1.054
H -2.269 -1.322 2.034
H -2.997 0.161 2.726
H -1.220 -0.065 2.762
H -2.668 2.580 1.633
H -0.891 2.354 1.668
H -1.701 2.849 0.149
C 2.941 -1.045 -1.426
C 2.167 -0.494 -0.440
C 0.827 -1.071 -2.119
N 2.085 -1.388 -2.443
N 0.873 -0.526 -0.900
H 4.016 -1.215 -1.480
H 2.433 -0.089 0.537
H -0.062 -1.226 -2.731
H 2.360 -1.830 -3.339
H 0.042 -0.180 -0.387
```

For the orbital gap, the calculation gives 9.26 eV. Its spin multiplicity is 1. As for the net charge: +1.

Bottom line: two, by a margin of 0.1054 hartree.

one:
C5H11N2S | ωB97M-V/def2-TZVPD

```
19
Properties=species:S:1:pos:R:3
C -0.182 -1.075 0.541
C 0.639 0.026 2.186
C -0.124 1.050 1.374
C 2.270 0.733 -0.808
C -2.936 -0.598 -0.491
N 0.257 -1.279 1.718
N -0.370 0.199 0.098
S -1.834 0.603 -0.621
H -0.548 -2.004 0.117
H 1.732 0.142 1.946
H 0.665 0.229 3.237
H -1.095 1.407 1.747
H 0.562 1.835 1.033
H 1.833 0.269 0.089
H 1.566 0.406 -1.664
H 3.197 0.315 -1.173
H -3.843 -0.394 -0.977
H -2.579 -1.554 -0.102
H 2.364 1.760 -0.757
```

For the orbital gap (spin up / spin down), the calculation gives 7.49 / 7.49 eV. Its spin multiplicity is 1. As for the net charge: +1.

two:
C5H11N2S | ωB97M-V/def2-TZVPD

```
19
Properties=species:S:1:pos:R:3
C 0.513 1.279 -0.041
C 1.717 -0.623 0.644
C -0.443 0.058 -0.226
C -1.324 0.151 -1.398
C -1.213 0.038 1.079
N 1.714 0.788 0.401
N 0.532 -1.061 -0.336
S 0.122 2.782 -0.340
H 2.762 -1.031 0.350
H 1.391 -1.123 1.513
H -2.027 -0.704 -1.264
H -0.726 -0.131 -2.239
H -1.881 1.178 -1.495
H -1.642 -0.941 1.188
H -2.190 0.586 0.954
H -0.612 0.408 1.870
H 2.438 1.369 0.541
H 0.734 -1.078 -1.285
H 0.134 -1.943 0.082
```

For the orbital gap, the calculation gives 9.20 eV. Its spin multiplicity is 1. As for the net charge: +1.

Bottom line: two, by a margin of 0.1052 hartree.

one:
C5H8OS | ωB97M-V/def2-TZVPD

```
15
Properties=species:S:1:pos:R:3
C -1.123 -0.928 1.125
C -0.869 -0.369 -0.261
C 0.303 -1.061 -0.936
C 0.470 1.214 0.677
C -0.521 1.076 -0.427
H -1.623 -1.914 0.927
H -1.885 -0.340 1.652
H -0.141 -1.048 1.668
H 0.417 -0.933 -1.987
H 0.419 -2.082 -0.561
H 1.068 2.088 0.623
H 0.162 0.906 1.715
H -0.073 1.175 -1.452
O -1.849 0.550 -0.555
S 1.681 -0.115 0.050
```

For the orbital gap, the calculation gives 9.65 eV. Its spin multiplicity is 1.

two:
C5H8OS | ωB97M-V/def2-TZVPD

```
15
Properties=species:S:1:pos:R:3
C -0.612 0.707 -2.315
C -0.937 0.600 -0.866
C 0.047 0.415 0.038
C -0.115 0.132 1.465
C 0.911 -0.848 1.995
H -1.059 -0.104 -2.983
H 0.494 0.912 -2.457
H -1.176 1.619 -2.734
H -1.971 0.587 -0.589
H 1.074 0.420 -0.360
H 1.661 -0.353 2.579
H 0.404 -1.579 2.687
H 0.957 -1.898 0.278
O 1.609 -1.511 0.949
S -1.288 0.900 2.314
```

For the orbital gap, the calculation gives 8.03 eV. Its spin multiplicity is 1.

Bottom line: two, by a margin of 0.0837 hartree.

one:
C5H15N3O | ωB97M-V/def2-TZVPD

```
24
Properties=species:S:1:pos:R:3
C 0.638 1.471 -0.958
C 1.350 0.570 -1.929
C -1.447 0.646 -0.810
N -2.152 0.485 -1.973
N 1.090 1.541 0.283
O -2.030 1.083 0.188
H 0.162 2.342 -1.409
H -3.146 0.695 -2.003
H -1.723 0.067 -2.779
H 0.634 2.299 0.784
H 0.774 0.236 0.932
H 1.636 -0.372 -1.461
H 2.272 1.062 -2.260
H 0.742 0.359 -2.807
C 0.982 -1.969 1.087
C -0.617 -0.599 2.390
N 0.176 -0.743 1.155
H -0.461 -0.659 0.322
H 1.687 -1.988 1.918
H 1.536 -1.987 0.151
H 0.341 -2.852 1.138
H 0.058 -0.519 3.243
H -1.229 0.294 2.281
H -1.272 -1.462 2.521
```

For the orbital gap, the calculation gives 7.31 eV. Its spin multiplicity is 1.

two:
C5H15N3O | ωB97M-V/def2-TZVPD

```
24
Properties=species:S:1:pos:R:3
C 0.229 -0.812 1.874
C 0.852 0.489 1.358
C -1.049 -1.176 1.114
N 1.280 -1.831 1.823
O -0.070 1.587 1.328
H -0.398 1.747 2.219
H -0.018 -0.671 2.935
H 0.960 -2.693 2.251
H 1.504 -2.046 0.856
H 1.725 0.740 1.969
H 1.180 0.363 0.324
H -1.462 -2.112 1.495
H -1.810 -0.402 1.221
H -0.846 -1.298 0.048
C -0.063 0.472 -2.228
N 1.266 0.912 -2.233
N -1.092 1.534 -1.444
C -0.828 -0.522 -2.572
H 1.382 1.921 -2.245
H 1.761 0.519 -3.024
H -1.320 2.420 -1.889
H -0.842 1.666 -0.457
H -1.801 0.658 -1.705
H -0.541 -1.464 -3.018
```

For the orbital gap, the calculation gives 7.85 eV. Its spin multiplicity is 1.

three:
C5H15N3O | ωB97M-V/def2-TZVPD

```
24
Properties=species:S:1:pos:R:3
C 1.009 1.326 -1.925
C 1.389 1.311 -0.456
C 1.608 -0.119 0.116
C 0.910 -0.314 1.467
N -0.531 -0.355 1.397
C -1.198 -1.330 0.671
N -0.569 -2.552 0.592
N -2.320 -1.016 0.147
H 0.169 0.648 -2.120
H 0.631 2.305 -2.227
H 1.824 1.077 -2.582
H 2.286 1.875 -0.268
H 0.627 1.837 0.111
H 2.666 -0.333 0.150
H 1.191 -0.822 -0.609
H 1.362 -1.169 1.961
H 1.181 0.530 2.091
H -0.943 0.548 1.209
H -1.142 -3.372 0.479
H 0.232 -2.642 1.191
H -2.859 -1.749 -0.289
H -2.830 1.115 0.233
H -2.135 1.334 -1.013
O -2.559 1.865 -0.323
```

For the orbital gap, the calculation gives 9.85 eV. Its spin multiplicity is 1.

Bottom line: three, by a margin of 0.1055 hartree.